(1)
91
Properties=species:S:1:pos:R:3:forces:R:3:lowdin_charge:R:1 method="wB97M-V/def2-TZVPD" relative_energy_kcal_mol=0.0 homo_lumo_gap_ev=6.70 total_charge=-1 max_force_ev_per_a=6.12 energy_ev=-97584.9223
C -4.24365 3.49873 -0.04891 0.7 0.5 -0.2 -0.07
C -2.83945 3.75095 0.54335 -0.7 0.0 1.0 -0.26
O -2.97842 4.06867 1.93312 0.5 0.0 -0.5 -0.19
C -2.09798 3.29108 2.75664 -1.2 0.1 0.9 -0.30
C -2.21845 3.83466 4.18694 0.5 0.5 0.2 -0.21
Al -0.50883 4.72453 4.83219 -0.1 -0.9 -1.0 0.28
C 0.80548 3.24150 5.21581 -0.2 0.8 -0.1 -0.19
C 0.25194 5.94969 3.40652 0.3 0.3 0.4 -0.24
C 1.24174 7.03355 3.92046 0.2 -0.2 -1.0 -0.29
C 1.04742 8.39721 3.22213 -0.1 -0.4 0.4 -0.24
S 1.98541 8.52836 1.71034 1.0 1.7 -0.4 0.57
O 3.37090 8.75129 2.02269 0.2 -0.9 0.6 -0.31
O 1.43898 9.54226 0.86488 -1.0 -0.4 -0.1 -0.29
O 1.89245 7.14084 0.93670 -0.3 0.1 0.2 -0.15
P -1.07502 5.79469 6.87826 -0.1 -0.6 0.5 0.43
O -1.08494 4.78435 7.95618 0.1 -0.1 0.3 -0.38
O -0.07622 7.03136 7.36102 -0.6 0.2 -0.2 -0.24
O -2.60505 6.43993 6.83212 0.6 0.6 -0.2 -0.23
H -4.42961 4.27362 -0.79668 -0.3 -0.3 -0.1 0.06
H -4.29273 2.50899 -0.50192 -0.2 0.1 0.0 0.06
H -4.99369 3.61180 0.73227 0.1 -0.2 0.0 0.07
H -2.21851 2.85378 0.48648 0.1 0.1 -0.4 0.10
H -2.36499 4.61075 0.06102 0.2 -0.2 -0.2 0.11
H -2.50688 2.26802 2.76077 0.5 -0.1 -0.4 0.10
H -1.07675 3.30591 2.35513 -0.1 0.0 -0.1 0.10
H -3.07883 4.51234 4.21062 0.0 -0.1 -0.1 0.05
H -2.45367 3.03598 4.90054 0.0 0.0 -0.1 0.05
H 1.05879 2.72282 4.28363 0.0 0.0 0.1 -0.01
H 1.72111 3.69780 5.61008 0.1 -0.3 0.1 -0.01
H 0.37572 2.54159 5.93465 0.2 0.0 0.0 -0.01
H -0.50514 6.42930 2.77399 -0.1 -0.1 0.1 0.05
H 0.81869 5.30452 2.72404 -0.2 -0.1 0.0 0.04
H 2.25606 6.72313 3.63800 0.1 0.0 0.4 0.09
H 1.26056 7.15824 5.00465 -0.2 0.2 0.0 0.08
H 1.43156 9.21805 3.83333 0.2 0.1 -0.3 0.10
H -0.00006 8.61126 3.00907 0.0 -0.1 -0.2 0.10
H 2.68579 6.62706 1.14374 0.0 0.0 0.1 0.10
H -0.41193 7.87893 7.04641 0.1 0.0 0.0 0.04
H -2.73111 6.84793 5.96536 -0.2 -0.1 0.0 0.04
O -1.52250 -0.52773 0.91924 2.5 0.1 -1.8 -0.23
P -0.96229 -1.84408 1.30527 -4.1 -1.9 4.1 0.54
O -2.09234 -2.92795 0.81680 0.9 0.1 -0.4 -0.21
C -2.77219 -2.76034 -0.42201 -0.4 0.0 -0.3 -0.29
C -1.93630 -3.18539 -1.61469 0.1 0.0 0.1 -0.08
O -1.17321 -1.87093 2.91146 0.6 0.2 -0.2 -0.20
C -1.56278 -0.69268 3.63022 -0.3 0.2 0.2 -0.27
C -3.06761 -0.61888 3.77916 -0.2 -0.2 0.0 -0.07
O 0.27329 -2.87376 1.48496 0.3 1.4 -1.4 -0.18
C 0.48427 -4.08616 0.77554 0.5 -0.5 -0.5 -0.27
C 1.38867 -3.89058 -0.42850 0.1 0.2 0.1 -0.06
H -3.11154 -1.73060 -0.54680 0.2 0.1 0.1 0.11
H -3.66662 -3.38369 -0.36606 0.1 0.0 0.1 0.12
H -1.02486 -2.58687 -1.67995 -0.1 0.1 -0.1 0.06
H -2.49675 -3.05128 -2.54064 0.0 0.0 0.0 0.08
H -1.64458 -4.23432 -1.54012 0.0 0.0 0.0 0.07
H -1.16623 0.20217 3.15454 -0.1 0.0 -0.1 0.10
H -1.10403 -0.75629 4.61747 0.1 -0.2 -0.1 0.12
H -3.57115 -0.73352 2.81828 0.1 0.1 -0.1 0.07
H -3.36297 0.33617 4.21597 0.0 0.0 0.0 0.07
H -3.42666 -1.42369 4.42380 0.0 0.0 0.0 0.07
H -0.44732 -4.57741 0.50364 -0.2 0.4 0.0 0.10
H 0.97756 -4.75659 1.48248 0.0 0.2 0.1 0.13
H 1.04173 -3.07193 -1.05893 -0.1 -0.1 -0.1 0.07
H 1.43611 -4.80281 -1.02413 0.0 0.0 0.0 0.06
H 2.40019 -3.63894 -0.10732 0.0 0.0 0.0 0.08
O 3.49839 -4.72940 -7.15617 2.2 -0.8 1.9 -0.23
P 2.62647 -5.01781 -5.99264 -5.5 1.3 -2.2 0.54
O 1.65407 -6.23433 -6.49518 0.7 0.0 0.7 -0.21
C 2.16647 -7.29763 -7.29183 0.0 -0.4 -0.4 -0.28
C 2.92933 -8.32584 -6.47908 0.0 0.1 0.1 -0.08
O 1.59123 -3.76520 -6.00496 0.5 0.1 0.4 -0.20
C 1.80797 -2.62816 -6.84186 -0.1 0.2 -0.3 -0.29
C 1.09473 -2.78455 -8.16924 -0.2 -0.1 -0.1 -0.08
O 2.37866 -5.16159 -4.40641 1.8 -0.3 -0.6 -0.17
C 2.04989 -6.34877 -3.69312 0.4 -0.6 0.7 -0.27
C 3.29202 -7.01379 -3.12636 0.1 0.2 0.1 -0.07
H 2.79191 -6.91564 -8.10050 0.0 0.2 0.1 0.11
H 1.30206 -7.77331 -7.75814 -0.1 0.1 0.1 0.12
H 3.78973 -7.86687 -5.98657 0.0 0.0 -0.1 0.06
H 3.29433 -9.12623 -7.12365 0.0 0.0 0.0 0.08
H 2.29762 -8.76855 -5.70782 0.0 0.0 0.0 0.08
H 2.87201 -2.44534 -6.98208 0.0 -0.2 0.0 0.10
H 1.40454 -1.76521 -6.30950 0.0 -0.1 0.1 0.12
H 1.34285 -3.73282 -8.64656 0.2 0.0 0.0 0.07
H 1.36177 -1.97308 -8.84776 0.0 0.0 0.0 0.08
H 0.01331 -2.77503 -8.02393 0.0 0.1 0.0 0.08
H 1.45325 -7.04688 -4.27521 0.1 0.2 -0.4 0.10
H 1.41555 -6.03481 -2.86307 0.0 0.3 -0.1 0.10
H 4.05127 -7.15461 -3.89608 -0.1 -0.1 0.0 0.06
H 3.04433 -7.98160 -2.68855 0.0 0.0 0.0 0.08
H 3.73568 -6.39034 -2.34906 0.0 0.0 0.0 0.08



(2)
88
Properties=species:S:1:pos:R:3:forces:R:3:lowdin_charge:R:1 method="wB97M-V/def2-TZVPD" homo_lumo_gap_ev=8.52 smiles="C[C@@H](O)C[PH2](CCC(F)(F)F)CC(=O)F.CN(C)P(=O)(N(C)C)N(C)C.CN(C)P(=O)(N(C)C)N(C)C" total_charge=0 max_force_ev_per_a=6.49 energy_ev=-77431.7658
C -3.46923 -1.95205 4.12497 0.4 -0.4 0.1 -0.05
C -2.63653 -1.27324 3.05765 0.9 0.1 0.3 -0.49
O -2.78873 -1.94576 1.79453 -0.4 0.3 -0.1 -0.09
C -2.88147 0.22637 2.90121 -0.9 -0.3 -0.3 -0.31
P -2.88661 0.84112 1.10677 0.2 0.1 0.6 0.85
C -1.09174 0.47361 0.83479 0.3 0.3 -0.4 -0.27
C -0.19555 1.73888 0.98818 -0.3 -1.1 0.1 -0.09
C 0.98446 1.60073 0.04297 -1.2 0.6 0.4 -0.63
F 1.51993 0.37721 0.15417 0.5 0.1 -0.2 0.15
F 1.92892 2.52292 0.26489 0.1 -0.3 0.0 0.13
F 0.55562 1.77700 -1.22008 0.3 -0.3 -0.2 0.14
C -2.98444 1.61085 -0.68490 -1.1 -0.1 -0.5 -0.25
C -3.15273 0.61492 -1.77894 2.1 0.5 -1.7 -0.53
O -2.33427 0.44623 -2.65501 -1.2 -0.3 1.1 0.11
F -4.28511 -0.12383 -1.80945 0.0 0.3 0.5 0.07
H -4.50175 -2.10424 3.82395 -0.1 0.2 -0.1 0.09
H -3.03483 -2.93212 4.31992 -0.1 -0.2 0.0 0.08
H -3.41086 -1.41559 5.06945 -0.2 0.2 0.0 0.08
H -1.58803 -1.41120 3.33957 0.1 0.1 0.1 0.13
H -2.01336 -2.48695 1.66062 0.1 -0.3 -0.1 0.09
H -2.20057 0.84922 3.48366 0.2 -0.1 0.1 0.08
H -3.88533 0.43306 3.28875 -0.1 0.2 -0.1 0.08
H -3.23580 2.13189 1.60407 0.1 -0.1 -0.1 0.05
H -3.97277 0.01035 0.74675 0.1 0.0 0.1 0.05
H -0.68311 -0.28480 1.49391 -0.3 -0.1 0.2 0.08
H -0.96988 0.09245 -0.17716 -0.2 0.0 -0.1 0.09
H -0.74325 2.65079 0.78081 0.2 0.2 -0.1 0.11
H 0.15486 1.71822 2.01483 0.2 0.5 0.1 0.13
H -2.14589 2.24325 -0.95471 0.2 -0.1 0.0 0.08
H -3.86772 2.25520 -0.69240 -0.2 -0.1 0.2 0.09
O 4.77693 7.04457 1.65252 -1.8 1.0 -2.7 -0.30
P 5.53832 6.46728 0.49052 4.7 -2.9 3.4 0.68
N 5.38808 4.78899 0.85390 -0.5 0.0 0.0 -0.30
C 6.37147 3.75073 0.62204 0.4 0.0 -0.4 -0.13
C 4.02070 4.27960 0.92875 -0.2 0.5 0.1 -0.15
N 7.09962 7.06475 0.89289 -0.1 0.2 0.1 -0.33
C 8.30961 6.26950 0.91591 0.2 0.0 -0.5 -0.15
C 7.17480 8.10859 1.90635 -0.2 0.0 0.2 -0.14
N 6.05544 6.22735 -1.16205 -2.4 1.9 -0.4 -0.27
C 6.43255 7.49242 -1.84635 0.4 0.1 0.0 -0.13
C 5.02524 5.60274 -2.02589 0.0 -0.6 0.1 -0.13
H 6.62950 3.60349 -0.43677 0.0 0.0 0.0 0.08
H 6.00724 2.79238 0.99320 -0.2 0.1 0.0 0.08
H 7.29025 3.93524 1.17510 0.0 0.1 -0.1 0.05
H 3.56621 4.15924 -0.06084 0.0 -0.1 0.0 0.05
H 3.38989 4.96399 1.49889 0.1 0.1 -0.1 0.08
H 3.97720 3.31961 1.44025 0.2 0.0 0.0 0.07
H 8.40394 5.69698 1.84763 0.0 0.0 0.0 0.08
H 9.18820 6.91826 0.83888 -0.1 0.1 0.1 0.08
H 8.37100 5.59189 0.06585 -0.2 -0.1 0.0 0.07
H 7.08565 7.70169 2.92079 0.0 0.1 0.0 0.08
H 6.39477 8.85111 1.76501 -0.1 -0.1 0.1 0.07
H 8.12989 8.63518 1.83163 0.1 -0.2 -0.1 0.08
H 5.59661 8.19654 -1.89254 0.0 0.0 -0.1 0.08
H 6.76092 7.27578 -2.86352 -0.1 -0.2 0.0 0.08
H 7.26294 7.98313 -1.34900 -0.1 -0.1 0.2 0.07
H 4.07198 6.13616 -1.98611 0.0 0.0 -0.1 0.09
H 4.85232 4.56394 -1.74942 0.0 0.0 0.2 0.06
H 5.36518 5.58449 -3.06036 0.1 0.1 0.0 0.08
O -4.30838 -6.44391 0.87654 3.3 1.0 0.2 -0.30
P -3.91905 -6.28942 -0.56884 -5.7 -1.7 -2.7 0.68
N -5.02470 -5.05519 -1.03781 0.1 0.4 0.4 -0.30
C -5.68123 -4.90875 -2.32137 0.3 -0.2 -0.5 -0.13
C -4.91719 -3.79935 -0.29853 0.2 -0.1 0.5 -0.14
N -4.42039 -7.83630 -1.12866 0.0 -0.1 0.2 -0.33
C -5.22735 -8.06798 -2.30865 0.3 0.0 -0.4 -0.15
C -4.71411 -8.84810 -0.12269 -0.1 0.1 0.3 -0.14
N -2.88530 -6.11737 -1.96874 2.1 0.3 2.3 -0.27
C -1.80556 -7.13765 -2.02777 -0.1 -0.3 -0.2 -0.13
C -2.19606 -4.80691 -2.04476 -0.4 0.4 -0.2 -0.13
H -4.99228 -4.75547 -3.16440 0.0 0.0 0.0 0.08
H -6.35600 -4.05277 -2.30736 0.1 0.1 0.2 0.08
H -6.31561 -5.76307 -2.54926 0.1 -0.1 0.0 0.05
H -4.04566 -3.20451 -0.60457 -0.1 0.2 0.0 0.06
H -4.82345 -3.98632 0.77165 0.1 -0.1 0.0 0.07
H -5.80770 -3.18410 -0.42688 -0.1 -0.1 -0.2 0.08
H -6.29517 -7.91015 -2.11009 0.0 0.0 0.0 0.08
H -5.10614 -9.10098 -2.65089 0.0 0.0 0.1 0.08
H -4.91793 -7.44430 -3.14573 0.0 0.2 0.1 0.07
H -5.70525 -8.70551 0.32448 0.0 -0.1 0.1 0.08
H -3.97453 -8.83842 0.67279 -0.1 0.1 0.1 0.07
H -4.68175 -9.84405 -0.57240 0.0 0.1 -0.2 0.08
H -1.14416 -7.08330 -1.15782 0.1 0.0 -0.1 0.08
H -1.20827 -6.98855 -2.92803 0.0 0.2 0.0 0.08
H -2.20929 -8.14338 -2.08505 -0.2 0.1 0.1 0.07
H -1.65462 -4.56989 -1.12455 0.1 0.0 -0.1 0.08
H -2.89745 -4.00022 -2.25119 -0.1 -0.1 0.1 0.06
H -1.48611 -4.80424 -2.87047 0.0 -0.2 0.0 0.08